(1)
Here is a cluster of 3 separate species, C35H55N5O5 in total at a distorted geometry from the OMol25 dataset. Energies are from ωB97M-V/def2-TZVPD.

CARTESIAN COORDINATES (ANGSTROEM)
C1 1.513795 2.681893 -3.630451
C2 1.730577 1.148422 -3.844781
C3 1.034774 0.851651 -5.154159
N1 0.607716 0.429963 -6.150648
C4 0.992447 0.309132 -2.767991
C5 -0.440891 0.743067 -2.439823
O1 -0.675516 1.105708 -1.307384
C6 -1.583155 0.792975 -3.440173
C7 -2.060247 -0.376357 -4.004355
C8 -3.079333 -0.256653 -4.940278
C9 -3.564484 0.985063 -5.284345
C10 -3.087180 2.146085 -4.697694
C11 -2.073524 2.051421 -3.761297
C12 3.253406 0.793101 -3.961049
C13 3.874834 1.053565 -2.615533
N2 4.449410 1.443378 -1.690966
C14 3.467932 -0.791998 -4.129741
N3 3.478601 -1.299611 -5.490314
C15 3.996673 1.450364 -5.138769
C16 4.309045 2.956198 -5.149725
O2 4.417409 3.614901 -3.885133
C17 4.234230 4.969171 -4.000061
O3 3.170115 5.495025 -4.127960
H1 0.471465 2.931550 -3.411994
H2 1.723870 3.146714 -4.602789
H3 2.172031 3.091192 -2.859886
H4 0.922963 -0.721595 -3.165602
H5 1.535738 0.216973 -1.818739
H6 -1.641919 -1.342056 -3.726901
H7 -3.465579 -1.149917 -5.427757
H8 -4.343186 1.088604 -6.039929
H9 -3.444071 3.142616 -4.951621
H10 -1.640447 2.924403 -3.276093
H11 4.487589 -0.949927 -3.741760
H12 2.810132 -1.372639 -3.475745
H13 4.381212 -1.184528 -5.929495
H14 2.783661 -0.875583 -6.092905
H15 4.947947 0.908589 -5.260616
H16 3.446020 1.233423 -6.064530
H17 3.540117 3.478986 -5.746008
H18 5.248292 3.120578 -5.709062
H19 5.144341 5.594936 -3.925167
C18 -1.255818 3.616742 5.268653
C19 -2.423278 2.966571 4.493434
C20 -2.215001 1.450963 4.355492
C21 -1.220632 1.051571 3.273117
C22 -1.601864 1.696190 1.946323
C23 -1.722125 3.217999 2.047562
N4 -2.603255 3.651925 3.177497
O4 -3.841471 3.487159 2.804152
C24 -0.304368 3.812357 2.189546
C25 -2.211901 3.763900 0.702764
C26 -3.620531 3.168238 5.429940
H20 -0.387452 3.861198 4.665040
H21 -1.572514 4.551107 5.735674
H22 -0.906522 2.955488 6.064069
H23 -3.173697 0.973647 4.124279
H24 -1.900865 1.029604 5.313560
H25 -0.203477 1.329485 3.567305
H26 -1.213337 -0.035378 3.156383
H27 -0.863289 1.429661 1.188613
H28 -2.551341 1.268381 1.606797
H29 -0.347145 4.879896 2.415742
H30 0.250608 3.699609 1.257287
H31 0.305063 3.319421 2.944839
H32 -3.160643 3.325396 0.395649
H33 -1.492365 3.530160 -0.082049
H34 -2.328175 4.849511 0.738373
H35 -3.879799 4.224177 5.522401
H36 -3.376452 2.796299 6.426549
H37 -4.506064 2.628790 5.095713
C27 -0.293862 -5.014957 4.968707
C28 -0.782609 -5.538823 3.599928
C29 0.244237 -6.497920 2.979644
C30 1.438485 -5.807263 2.333572
C31 0.958263 -4.761203 1.333029
C32 0.005024 -3.741507 1.963271
N5 -1.118776 -4.389182 2.707139
O5 -1.990917 -4.801944 1.830214
C33 0.821705 -2.813705 2.887131
C34 -0.508536 -2.803023 0.865357
C35 -2.012280 -6.378704 3.965387
H38 0.371676 -4.158831 4.918633
H39 -1.136738 -4.706995 5.589852
H40 0.243232 -5.795997 5.510141
H41 -0.247507 -7.106838 2.212984
H42 0.596099 -7.203712 3.735422
H43 2.078952 -5.355585 3.097032
H44 2.059496 -6.544116 1.818789
H45 1.820615 -4.246695 0.901886
H46 0.460518 -5.270970 0.501003
H47 0.164669 -2.168035 3.473309
H48 1.475059 -2.163422 2.303627
H49 1.488015 -3.342413 3.566215
H50 -1.003029 -3.340020 0.056230
H51 0.322571 -2.257666 0.416393
H52 -1.208247 -2.068657 1.269786
H53 -2.821024 -5.754221 4.348032
H54 -1.750054 -7.098088 4.742938
H55 -2.394128 -6.948359 3.118886

Cartesian forces, eV/Å:
0.20 -0.25 -0.54
-1.26 1.08 -0.32
0.36 -1.31 -0.75
0.52 0.93 1.35
-0.27 -1.19 -0.51
-0.23 0.59 0.59
0.15 -0.02 -0.01
1.57 -0.26 0.49
-0.19 0.28 -0.27
0.13 -0.79 -0.04
-0.74 0.62 -0.58
0.40 0.41 0.28
-0.05 -0.18 0.08
-0.40 -1.48 0.82
0.39 1.41 -0.53
-0.59 -0.80 -0.49
1.05 0.48 -0.34
-0.28 -0.07 0.08
0.69 0.20 0.38
-0.36 0.50 -1.15
0.27 0.16 -0.19
-0.18 0.58 0.32
0.08 -0.41 -0.16
0.23 -0.25 0.10
0.10 0.25 0.51
-0.17 -0.13 -0.14
-0.07 0.31 0.16
-0.04 0.46 -0.24
-0.10 0.17 -0.11
-0.01 0.21 0.11
0.15 -0.21 0.16
-0.17 -0.36 -0.15
-0.26 -0.11 -0.12
-0.37 -0.12 -0.03
-0.06 0.29 -0.23
-0.05 -0.02 0.07
-0.15 -0.21 0.11
-0.25 0.15 0.27
0.01 0.12 0.33
0.10 -0.21 0.33
-0.21 -0.23 0.26
0.08 -0.57 0.12
0.43 0.09 -0.14
0.98 0.39 1.80
0.01 -0.39 -0.52
0.01 0.06 0.03
-0.18 -0.41 0.36
1.87 0.58 -0.93
-1.69 -2.13 -0.67
0.06 0.83 0.09
0.22 0.03 0.29
-0.71 0.11 0.06
-0.55 0.11 -0.47
-0.03 -0.09 -0.07
-0.10 -0.02 -0.07
-0.14 -0.02 0.01
-0.05 0.18 -0.07
-0.05 0.23 0.09
-0.02 0.04 -0.03
-0.01 0.01 0.05
-0.03 0.25 -0.09
-0.06 0.13 0.04
-0.04 -0.03 0.05
-0.19 -0.05 -0.08
-0.06 0.05 0.06
-0.04 0.06 0.15
0.13 -0.10 0.19
-0.04 -0.02 0.06
0.02 -0.01 -0.06
0.23 0.00 -0.07
0.03 0.08 -0.10
0.32 0.32 0.09
0.33 -0.31 2.08
0.28 0.02 -0.58
0.00 0.04 0.02
-0.03 -0.56 0.08
1.36 1.69 0.18
-0.14 -1.88 -2.09
-0.41 0.59 0.41
0.15 -0.03 0.36
-0.63 -0.28 -0.19
-0.45 0.12 -0.57
0.03 -0.04 -0.10
-0.06 -0.02 -0.11
-0.10 -0.08 -0.06
-0.13 0.14 0.00
-0.17 0.10 0.13
-0.05 0.05 -0.01
-0.02 -0.02 0.04
-0.12 0.20 0.05
-0.13 0.04 0.07
-0.02 -0.07 0.02
-0.14 -0.06 -0.18
-0.10 -0.04 0.05
-0.12 -0.05 0.15
0.12 -0.07 0.20
-0.02 -0.04 0.00
0.03 0.03 -0.05
0.20 0.13 0.03
0.00 0.13 -0.04

Summary:
E_tot = -2016.41927 Eh
E_HOMO (spin up / spin down) = -8.327 / -9.099 eV
Spin multiplicity = 3
Expectation value of S² = 2.01
Orbital gap (spin up / spin down) = 8.7049 / 9.3073 eV

Atomic partial charges in e from the Löwdin method, atoms 1 to 8: number 1, C, carries 0.016; number 2, C, carries -0.366; number 3, C, carries -0.159; number 4, N, carries 0.208; number 5, C, carries -0.049; number 6, C, carries -0.328; number 7, O, carries 0.105; number 8, C, carries -0.178



(2)
Here is a structure of composition C35H56F3IN3O8S2 at a distorted geometry from the OMol25 dataset. Energies are from ωB97M-V/def2-TZVPD.

CARTESIAN COORDINATES (ANGSTROEM)
C1 1.117167 -5.614167 0.639676
C2 0.603167 -5.435167 -0.779324
O1 1.324167 -5.792167 -1.825324
N1 -0.912833 -5.004167 -0.947324
H1 -1.684833 -5.316167 -0.131324
H2 -0.946833 -3.984167 -0.831324
C3 -1.381833 -5.299167 -2.371324
H3 2.119167 -5.883167 0.539676
H4 0.473167 -6.394167 1.041676
H5 1.052167 -4.603167 0.982676
H6 -1.154833 -4.506167 -3.140324
H7 -2.572833 -5.366167 -2.313324
H8 -1.078833 -6.210167 -2.813324
C4 0.593167 0.516833 -0.031324
C5 1.361167 -0.082167 -1.222324
O2 1.761167 0.583833 -2.198324
N2 1.425167 -1.544167 -1.249324
H9 1.864167 -1.509167 -0.277324
H10 0.523167 -1.969167 -0.910324
C6 2.019167 -2.191167 -2.492324
H11 1.193167 0.540833 0.839676
H12 -0.306833 -0.079167 0.332676
H13 0.406167 1.489833 -0.588324
H14 2.105167 -3.212167 -2.331324
H15 3.028167 -1.906167 -2.649324
H16 1.222167 -1.987167 -3.270324
C7 -4.208833 -2.536167 0.363676
C8 -3.314833 -2.362167 1.504676
O3 -3.654833 -1.508167 2.400676
N3 -2.044833 -3.152167 1.601676
H17 -2.166833 -4.138167 1.370676
H18 -1.613833 -2.828167 0.675676
C9 -1.027833 -2.962167 2.728676
H19 -5.152833 -3.179167 0.810676
H20 -3.596833 -2.926167 -0.510324
H21 -4.551833 -1.670167 0.074676
H22 -1.400833 -3.177167 3.752676
H23 -0.731833 -1.816167 2.823676
H24 -0.084833 -3.474167 2.654676
I1 3.046167 -2.193167 1.777676
O4 -1.024833 -2.291167 -0.618324
H25 -1.585833 -1.787167 -1.026324
F1 0.288167 -4.150167 -5.135324
C10 1.443167 -4.586167 -5.762324
C11 2.261167 -5.389167 -5.128324
C12 3.286167 -6.134167 -5.755324
C13 3.311167 -6.051167 -7.223324
C14 2.460167 -5.221167 -7.894324
C15 1.549167 -4.387167 -7.207324
H26 2.142167 -5.307167 -3.914324
H27 3.968167 -6.795167 -5.177324
H28 3.952167 -6.429167 -7.975324
H29 2.734167 -5.187167 -8.999324
H30 0.749167 -3.646167 -7.520324
F2 1.848167 4.593833 6.608676
C16 1.791167 3.518833 5.801676
C17 1.047167 2.412833 6.290676
C18 0.975167 1.219833 5.519676
C19 1.640167 1.145833 4.239676
C20 2.482167 2.233833 3.821676
C21 2.610167 3.379833 4.655676
H31 0.551167 2.285833 7.206676
H32 0.520167 0.465833 5.921676
H33 1.446167 0.300833 3.726676
H34 3.200167 2.067833 2.915676
H35 3.259167 4.223833 4.250676
F3 -3.805833 3.293833 -0.576324
C22 -3.073833 2.386833 -1.219324
C23 -3.182833 1.027833 -1.228324
C24 -2.430833 0.164833 -2.021324
C25 -1.448833 0.679833 -2.737324
C26 -1.266833 1.986833 -2.897324
C27 -1.977833 2.894833 -2.102324
H36 -4.043833 0.701833 -0.566324
H37 -2.872833 -0.780167 -2.041324
H38 -0.853833 -0.054167 -3.350324
H39 -0.441833 2.412833 -3.417324
H40 -1.440833 4.075833 -2.161324
C28 2.658167 7.117833 0.020676
C29 2.706167 6.142833 1.162676
C30 1.499167 5.406833 1.174676
S1 1.193167 4.943833 -0.491324
O5 -0.153833 5.249833 -0.672324
O6 1.843167 3.755833 -0.900324
C31 2.027167 6.437833 -1.210324
H41 3.776167 7.236833 -0.306324
H42 2.252167 7.992833 0.307676
H43 2.992167 6.635833 2.165676
H44 3.631167 5.428833 0.821676
H45 0.881167 6.019833 1.779676
H46 1.700167 4.297833 1.654676
H47 1.538167 7.147833 -1.942324
H48 2.958167 6.005833 -1.720324
C32 -2.024833 4.563833 3.365676
C33 -2.799833 3.949833 2.169676
C34 -3.372833 2.718833 2.561676
S2 -2.085833 1.982833 3.331676
O7 -1.111833 1.354833 2.459676
O8 -2.614833 1.133833 4.347676
C35 -1.342833 3.407833 4.070676
H49 -2.727833 4.945833 3.969676
H50 -1.390833 5.330833 2.905676
H51 -2.050833 3.837833 1.412676
H52 -3.837833 4.570833 2.020676
H53 -3.825833 2.179833 1.896676
H54 -4.276833 2.901833 3.309676
H55 -0.308833 3.168833 3.874676
H56 -1.442833 3.534833 5.124676

Cartesian forces, eV/Å:
-2.29 0.70 -2.58
4.21 -3.64 -4.79
-5.55 2.91 5.99
-0.46 -2.26 0.34
3.05 0.11 -2.94
0.13 2.00 -0.25
-3.98 1.46 -0.26
1.57 -0.57 0.13
0.08 0.24 0.76
-0.03 0.60 1.50
0.16 -0.44 1.45
2.57 0.27 -0.10
0.83 -1.09 0.36
-0.71 -0.06 -2.40
-0.88 2.42 -3.37
-0.88 -2.53 3.35
1.07 0.82 0.69
1.51 -1.87 -0.17
-0.74 0.41 -0.74
-2.26 1.53 0.71
0.99 0.64 0.82
0.95 0.84 -1.12
-0.36 -0.66 1.87
-0.34 -2.08 0.51
0.54 1.13 -0.52
1.58 -0.10 0.48
0.95 -6.74 0.73
-2.09 4.91 6.04
2.74 -4.51 -3.93
0.43 -0.10 0.79
-0.65 0.03 0.73
1.19 1.14 -1.07
-0.41 3.50 1.80
2.42 1.21 -1.66
-1.30 -0.33 0.82
-1.98 4.77 -1.21
-0.50 -0.16 -1.00
-0.85 -2.29 -0.71
0.12 -0.53 -1.03
-0.58 -0.08 -0.30
4.73 -6.15 4.29
-4.88 4.74 -3.85
1.00 0.44 -0.13
-2.14 1.09 -5.11
2.66 -1.75 5.46
-0.28 0.04 -2.48
-0.17 0.12 3.33
-0.76 2.28 -1.07
-1.62 0.02 2.28
0.43 -0.85 -3.16
-0.60 0.74 -0.58
1.34 -1.43 0.57
-1.26 0.46 1.45
1.39 -1.14 -0.57
0.18 0.26 -0.50
0.23 -2.05 0.36
1.09 -1.09 -2.68
4.14 6.24 -3.48
0.26 3.96 3.33
0.27 -1.50 0.23
-0.40 0.82 -1.11
-0.43 0.95 1.33
-2.81 -4.45 1.92
0.05 -2.61 -2.11
-1.65 0.58 1.67
-0.90 -1.11 1.05
-0.27 -0.78 0.37
4.48 1.85 -3.49
-3.28 0.41 2.28
-2.49 1.23 2.44
2.17 -4.13 -3.50
0.09 3.74 1.98
0.34 2.41 0.64
1.02 -0.24 -0.93
0.23 -1.85 -0.34
-0.44 0.95 0.48
0.46 -0.09 -0.65
-2.56 -3.56 0.57
3.81 -1.81 -2.14
6.41 -0.21 0.20
0.50 -5.66 2.37
1.68 4.31 -0.49
-4.64 -0.75 -0.97
0.25 -1.19 0.08
2.65 -0.85 -0.62
-2.09 0.74 0.88
-1.51 3.14 0.61
-0.44 -0.84 -1.60
-1.96 1.35 1.30
-2.10 -0.08 -0.22
-0.86 2.72 -0.53
-0.15 -1.32 1.08
-1.57 0.41 0.17
1.84 -1.16 -3.27
-2.25 4.88 -0.42
-1.91 1.64 4.84
1.57 -3.15 2.83
-0.38 0.71 -0.75
-0.45 -1.11 1.16
0.52 0.43 -0.88
-2.20 1.81 2.45
0.05 -0.06 0.71
-0.31 0.24 -1.33
3.22 -0.49 -0.82
-2.00 -3.36 -4.36
2.20 -0.45 -0.81
0.59 0.67 -0.23
-0.38 -0.70 0.75

Summary:
E_tot = -3526.34789 Eh
E_HOMO = -9.828 eV
Spin multiplicity = 1
Orbital gap = 5.4811 eV
Charge = +1
Energy relative to the best compared isomer or geometry (same formula, charge and spin) = 0.000 eV

Atomic partial charges in e from the Löwdin method, atoms 1 to 8: number 1, C, carries 0.017; number 2, C, carries -0.226; number 3, O, carries 0.050; number 4, N, carries 0.048; number 5, H, carries 0.238; number 6, H, carries 0.049; number 7, C, carries -0.016; number 8, H, carries 0.080